No. 1
Molecular formula: C24H22FeN2O11
Method: DFT, ωB97M-V with the def2-TZVPD basis set

Each line ends with the Mulliken charge.
CARTESIAN COORDINATES (ANGSTROEM)
1 Fe 0.7248 0.4735 0.9530  0.602
2 C -1.5248 -1.4304 4.0014  -1.579
3 C -0.8529 -1.1772 2.6645  1.091
4 O -0.2748 -0.0650 2.5596  -0.512
5 C -0.9268 -2.1751 1.6957  -1.225
6 C -0.2900 -2.1917 0.4285  1.367
7 C -0.5247 -3.4122 -0.4290  -1.424
8 N 0.4884 -1.2331 -0.0066  1.090
9 N 0.9895 -1.4827 -1.2665  -0.745
10 C 2.1164 -1.0115 -1.6324  0.041
11 O 3.0118 -0.3205 -0.9063  -0.442
12 C 2.5553 -1.3753 -3.0101  0.382
13 C 3.8719 -1.1516 -3.4056  -0.114
14 C 4.3014 -1.5160 -4.6739  -0.766
15 C 3.4204 -2.1000 -5.5731  -0.314
16 C 2.1002 -2.3118 -5.1910  -0.619
17 C 1.6711 -1.9537 -3.9234  -0.370
18 H -0.7598 -1.7189 4.7262  0.323
19 H -2.2719 -2.2228 3.9451  0.356
20 H -1.9899 -0.5085 4.3527  0.317
21 H -1.4988 -3.0571 1.9519  0.065
22 H -1.2280 -4.0847 0.0611  0.395
23 H 0.4110 -3.9407 -0.6160  0.286
24 H -0.9182 -3.1110 -1.4001  0.247
25 H 4.5426 -0.6759 -2.7047  0.383
26 H 5.3306 -1.3351 -4.9634  0.358
27 H 3.7545 -2.3779 -6.5665  0.353
28 H 1.3983 -2.7525 -5.8903  0.356
29 H 0.6455 -2.1015 -3.6144  0.413
30 O 3.0587 1.6462 -2.1844  -0.646
31 C 2.7792 1.1795 -0.8651  1.295
32 O 1.5671 1.4514 -0.5173  -0.766
33 C 3.9114 1.7184 0.0383  -1.063
34 O 3.4590 2.0780 1.3250  -0.378
35 C 3.9743 1.2805 2.3672  -0.523
36 C 3.4329 -0.1563 2.4678  0.460
37 O 4.1526 -0.9349 3.1176  -0.834
38 O 2.3091 -0.4039 1.9631  -0.482
39 H 2.1728 1.7526 -2.5563  0.386
40 H 4.2785 2.6263 -0.4465  0.299
41 H 4.7244 0.9886 0.0944  0.348
42 H 3.7066 1.7869 3.2987  0.318
43 H 5.0682 1.2254 2.3148  0.322
44 O -1.8900 0.9334 -1.5924  -0.746
45 C -1.9171 1.2867 -0.4122  -0.012
46 O -0.9856 1.3530 0.4375  -0.508
47 C -3.2720 1.7323 0.1621  -0.085
48 C -4.3591 1.9157 -0.6799  -0.380
49 C -5.6132 2.2994 -0.1937  -0.941
50 C -5.7157 2.4734 1.1642  1.091
51 O -6.8297 2.8478 1.8992  -0.516
52 C -6.4191 2.7997 3.2606  -0.223
53 O -5.0315 2.5324 3.3145  -0.505
54 C -4.6390 2.2846 2.0053  1.013
55 C -3.4014 1.9173 1.5446  -1.115
56 H -4.1990 1.7389 -1.7355  0.497
57 H -6.4643 2.4469 -0.8460  0.387
58 H -6.9681 2.0014 3.7758  0.236
59 H -6.6228 3.7667 3.7312  0.213
60 H -2.5409 1.7525 2.1810  0.544

Calculated values
Charge: -2
HOMO (alpha / beta) (eV): -1.47 / -1.45

=====

No. 2
Molecular formula: C4H9N3
Method: DFT, ωB97M-V with the def2-TZVPD basis set

Each line ends with the Mulliken charge.
CARTESIAN COORDINATES (ANGSTROEM)
1 H -2.3118 -0.5768 -0.7723  0.280
2 N -2.5566 0.4123 -0.7365  -0.590
3 C -1.5549 1.1011 -0.3347  -0.247
4 C 0.0529 0.7463 -0.2648  0.248
5 N 0.8396 1.6176 -0.9848  -0.518
6 C 0.4058 -0.3325 0.4221  0.551
7 C -0.3272 -1.4899 1.0286  -1.326
8 N 1.9102 -0.5555 0.5924  -0.592
9 H -1.8111 2.1773 -0.2754  0.367
10 H 0.4221 2.4389 -1.4064  0.206
11 H 1.6770 1.2118 -1.3769  0.171
12 H -1.4035 -1.3720 1.0839  0.416
13 H -0.1148 -2.4034 0.4651  0.291
14 H 0.0434 -1.6472 2.0479  0.338
15 H 2.5230 0.1564 0.2151  0.228
16 H 2.2059 -1.4843 0.2968  0.178

Calculated values
SMILES: [H]/N=C\C(N)=C(/C)N
Charge: 0
HOMO (eV): -7.70

=====

No. 3
Molecular formula: H6N2
Method: DFT, ωB97M-V with the def2-TZVPD basis set

Each line ends with the Mulliken charge.
CARTESIAN COORDINATES (ANGSTROEM)
1 N 1.1281 -0.3885 1.6751  -0.637
2 H 0.4607 -0.4105 0.8974  0.176
3 H 0.8532 0.3907 2.2816  0.228
4 H 0.9870 -1.2493 2.2133  0.235
5 N -0.9947 0.1686 -1.8232  -0.646
6 H -0.3877 0.4543 -2.5982  0.230
7 H -0.4003 0.0931 -0.9915  0.187
8 H -1.6464 0.9416 -1.6546  0.227

Calculated values
SMILES: N.N
Charge: 0
HOMO (eV): -10.30

=====

No. 4
Molecular formula: C15H19N3O4
Method: DFT, ωB97M-V with the def2-TZVPD basis set

Each line ends with the Mulliken charge.
CARTESIAN COORDINATES (ANGSTROEM)
1 C 3.8986 1.5985 1.7181  -1.449
2 C 3.5944 1.1724 0.3067  0.721
3 O 4.6512 1.6146 -0.5302  -0.652
4 C 3.4557 -0.3652 0.1741  0.048
5 N 3.4620 -0.7283 -1.2399  -0.633
6 C 2.2265 -0.8786 0.9148  0.167
7 O 2.3315 -1.3107 2.0526  -0.681
8 N 0.9944 -0.8879 0.2985  0.114
9 C 0.5438 -0.1163 -0.8436  0.370
10 C -0.5663 -0.8732 -1.5944  -1.566
11 C -1.7535 -1.2380 -0.7285  0.620
12 C -1.9019 -2.4101 -0.0421  -0.665
13 N -3.1002 -2.3955 0.6484  0.003
14 C -3.7309 -1.1915 0.4200  -0.625
15 C -4.9597 -0.7187 0.8962  -0.873
16 C -5.3694 0.5358 0.4669  -0.462
17 C -4.5544 1.3104 -0.3949  -0.777
18 C -3.3492 0.8379 -0.8560  -0.189
19 C -2.9128 -0.4372 -0.4513  1.044
20 C 0.0500 1.2782 -0.4954  0.012
21 O -0.3564 2.0678 -1.3094  -0.597
22 O 0.1436 1.5768 0.8229  -0.417
23 H 3.9376 2.7087 1.7558  0.362
24 H 3.1169 1.2268 2.4202  0.333
25 H 4.8729 1.2221 2.0392  0.362
26 H 2.6565 1.6330 -0.0374  -0.105
27 H 4.3304 1.7121 -1.4597  0.388
28 H 4.3185 -0.8022 0.7122  0.418
29 H 3.3434 -1.7361 -1.3456  0.244
30 H 4.3923 -0.5310 -1.6113  0.253
31 H 0.2673 -1.1989 0.9390  0.231
32 H 1.4077 0.0039 -1.5152  0.514
33 H -0.8777 -0.2683 -2.4170  0.455
34 H -0.1189 -1.7817 -1.9956  0.478
35 H -1.2762 -3.2877 -0.0157  0.442
36 H -3.4450 -3.1489 1.2238  0.182
37 H -5.5708 -1.3201 1.5598  0.374
38 H -6.2959 0.9141 0.8338  0.417
39 H -4.9141 2.3086 -0.7195  0.341
40 H -2.7417 1.4422 -1.5286  0.407
41 H -0.2001 2.4621 0.9283  0.390

Calculated values
SMILES: C[C@@H](O)[C@H](N)C(=O)N[C@@H](Cc1c[nH]c2ccccc12)C(=O)O
Charge: 0
HOMO (eV): -8.14

=====

No. 5
Molecular formula: C3H9NO
Method: DFT, ωB97M-V with the def2-TZVPD basis set

Each line ends with the Mulliken charge.
CARTESIAN COORDINATES (ANGSTROEM)
1 C -0.2943 0.7870 1.2863  -1.182
2 C 0.2490 -0.3453 0.5313  0.087
3 O -0.6962 -1.3674 0.2431  -0.581
4 C 0.7295 -0.0775 -0.8493  -0.372
5 N -0.3724 0.4750 -1.6832  -0.633
6 H -0.3377 0.5397 2.4535  0.313
7 H 0.4425 1.6535 1.2105  0.265
8 H -1.1639 1.1196 0.7511  0.360
9 H 1.0587 -0.8057 1.1046  0.399
10 H -0.8899 -1.7787 1.1970  0.307
11 H 1.6463 0.5889 -0.8467  0.355
12 H 0.9698 -1.2465 -1.1153  0.231
13 H -0.1669 0.5440 -2.6924  0.222
14 H -1.1744 -0.0864 -1.5906  0.228

Calculated values
SMILES: C[C@@H](O)CN
Charge: 0
HOMO (eV): -9.01

=====

No. 6
Molecular formula: C4H11NO3
Method: DFT, ωB97M-V with the def2-TZVPD basis set

Each line ends with the Mulliken charge.
CARTESIAN COORDINATES (ANGSTROEM)
1 C 0.6791 -0.7887 -0.5939  -0.474
2 O 0.6047 -0.8486 -1.9432  -0.675
3 C -0.0716 0.4549 -0.0287  0.411
4 C 0.2996 0.8038 1.4173  -0.451
5 C -0.8650 0.7582 2.4479  -0.444
6 O -0.5659 1.2250 3.6517  -0.410
7 N 0.2014 1.6476 -0.8813  -0.744
8 H 1.7034 -0.6989 -0.2260  0.243
9 H 0.1628 -1.6439 -0.0748  0.173
10 H -1.1511 0.4120 -0.1211  0.075
11 H 0.8773 1.7270 1.4550  0.289
12 H 0.8427 -0.0785 1.8154  0.195
13 H -1.7855 1.2822 2.0274  0.307
14 H -1.3401 -0.2444 2.4543  0.326
15 H 1.0479 2.1230 -0.5980  0.203
16 H 0.2423 1.2757 -1.8267  0.296
17 H -0.7769 -3.1408 -2.8969  0.198
18 H 0.1014 -1.7079 -2.6451  0.381
19 O -0.2065 -2.5576 -3.4334  -0.897

Calculated values
Charge: -1
HOMO (alpha / beta) (eV): -4.12 / -4.12
Multiplicity: 2